No. 1
{
  "formula": "C20H53O19S6",
  "method": "ωB97M-V/def2-TZVPD",
  "species": ["C", "C", "O", "H", "H", "H", "H", "H", "O", "S", "O", "O", "C", "C", "C", "H", "H", "H", "H", "H", "H", "H", "H", "O", "S", "O", "O", "C", "C", "C", "H", "H", "H", "H", "H", "H", "H", "H", "O", "S", "O", "O", "C", "C", "C", "H", "H", "H", "H", "H", "H", "H", "H", "O", "S", "O", "O", "C", "C", "C", "H", "H", "H", "H", "H", "H", "H", "H", "O", "S", "O", "O", "C", "C", "C", "H", "H", "H", "H", "H", "H", "H", "H", "O", "S", "O", "O", "C", "C", "C", "H", "H", "H", "H", "H", "H", "H", "H"],
  "xyz": [[-0.474, 1.367, -0.021], [0.316, 0.812, 1.068], [0.961, -0.457, 0.848], [-1.134, 2.215, 0.163], [-0.908, 0.629, -0.695], [0.208, 1.784, -0.761], [-0.316, 0.861, 1.955], [1.052, 1.469, 1.532], [-3.139, 7.330, -0.639], [-1.851, 6.740, -0.787], [-0.994, 6.620, 0.410], [-1.915, 5.325, -1.577], [-0.889, 4.473, -1.590], [-1.359, 3.316, -2.509], [-1.023, 7.645, -2.192], [-0.478, 4.149, -0.633], [-0.065, 5.075, -1.973], [-0.560, 2.577, -2.559], [-1.676, 3.769, -3.449], [-2.179, 2.755, -2.061], [-0.224, 7.094, -2.690], [-0.671, 8.626, -1.873], [-1.885, 7.784, -2.844], [5.809, -0.067, -2.420], [4.858, 1.034, -2.055], [5.476, 2.248, -1.595], [3.679, 1.375, -3.230], [3.086, 0.319, -3.969], [1.611, 0.267, -3.742], [3.731, 0.370, -0.754], [3.537, -0.553, -3.495], [3.447, 0.179, -4.988], [1.264, 0.420, -2.720], [1.317, -0.734, -4.057], [1.085, 1.065, -4.267], [4.159, 0.312, 0.247], [3.082, -0.465, -1.016], [2.948, 1.116, -0.623], [-0.998, -5.003, -3.565], [0.256, -4.283, -3.551], [1.508, -4.792, -4.071], [-0.024, -2.730, -3.990], [-1.152, -2.111, -3.366], [-1.937, -1.126, -4.268], [0.731, -3.955, -1.730], [-0.907, -1.588, -2.441], [-1.941, -2.831, -3.146], [-2.588, -0.642, -3.540], [-2.541, -1.569, -5.059], [-1.278, -0.370, -4.696], [0.870, -2.918, -1.425], [1.670, -4.493, -1.598], [0.127, -4.504, -1.007], [-6.259, -1.941, 1.464], [-4.861, -1.456, 1.716], [-4.384, -1.170, 3.056], [-3.784, -2.535, 1.072], [-2.418, -2.211, 1.241], [-1.463, -3.316, 0.785], [-4.462, 0.077, 0.735], [-2.224, -2.148, 2.312], [-2.152, -1.307, 0.693], [-0.473, -3.011, 0.445], [-1.911, -3.600, -0.168], [-1.298, -4.205, 1.393], [-5.232, 0.828, 0.913], [-4.242, 0.007, -0.330], [-3.625, 0.514, 1.279], [-3.798, 3.886, 4.363], [-3.362, 3.015, 3.267], [-4.282, 2.718, 2.184], [-1.872, 3.485, 2.587], [-1.065, 4.345, 3.418], [0.385, 4.121, 3.052], [-2.754, 1.505, 3.898], [-1.127, 4.306, 4.506], [-1.520, 5.271, 3.068], [1.011, 4.623, 3.790], [0.713, 4.381, 2.045], [0.733, 3.090, 3.122], [-2.224, 0.872, 3.185], [-3.483, 0.911, 4.448], [-2.148, 1.712, 4.780], [2.953, -5.445, 0.409], [2.631, -4.762, 1.685], [1.269, -4.914, 2.220], [3.765, -5.151, 2.784], [3.461, -6.284, 3.487], [4.611, -6.812, 4.276], [3.169, -3.083, 1.377], [2.862, -6.970, 2.888], [2.671, -6.025, 4.193], [4.996, -7.630, 3.668], [4.333, -7.355, 5.180], [5.409, -6.077, 4.381], [2.573, -2.599, 0.604], [4.251, -3.048, 1.248], [2.945, -2.541, 2.295]],
  "forces_ev_per_a": [[0.5970, 0.9184, -3.1825], [0.7615, -1.9181, 1.4676], [-1.3079, 2.2424, 0.4828], [-0.2472, -0.4764, 0.6558], [-0.7081, -0.3952, 0.6680], [0.4668, 0.3546, -0.0290], [-0.3062, -1.2464, 0.6352], [0.7916, 0.3000, -0.5815], [-0.0658, -0.8036, -0.2983], [3.0612, 0.8019, 0.4891], [-1.3481, -0.2336, -2.3279], [-4.4755, 2.9287, 1.7460], [2.7740, -1.9614, -0.9109], [0.8565, 0.4011, 0.9817], [-0.8993, -0.0370, 0.9386], [-0.7408, -0.1104, 0.4285], [0.7242, -0.6667, -0.7451], [0.1369, 0.2094, -0.7406], [0.2013, -0.4778, -0.1214], [-0.2839, 0.4160, 0.0980], [-0.1571, -0.1503, 0.3190], [-0.0324, -0.1882, 0.2379], [0.2180, -0.0172, -0.2081], [-3.0024, 2.5820, 0.1780], [1.2446, -3.0292, -0.1179], [-1.3597, -0.3990, -0.7109], [2.3174, 1.4859, 1.2497], [1.1170, -1.9709, 1.7685], [-0.6438, 0.2950, -0.4950], [-0.9776, 1.3210, -0.1311], [-0.2881, -0.6931, -0.1264], [-0.2539, 1.0034, -0.2083], [0.6141, -0.2785, 0.3743], [-0.4918, 0.2088, -0.2023], [-0.0624, -0.2269, -0.5171], [0.6418, -0.4006, -0.4492], [0.9095, -0.5390, -0.3736], [0.1886, 0.6488, -0.1930], [1.1857, 0.4756, -0.7413], [0.7807, 0.3526, 3.9935], [-1.9351, 0.9716, -0.8081], [0.4442, -0.9035, -0.5138], [-2.0211, 0.2188, -0.7566], [1.0764, 0.0842, 0.4609], [0.2490, -1.2950, -0.6012], [0.6145, -0.1429, -0.0058], [0.5010, -0.5363, 0.3728], [-0.2684, 0.2232, -0.2436], [0.2150, -0.2432, 0.1618], [-0.0583, 0.0649, -0.0542], [-0.2646, 0.0461, -0.4811], [0.3010, 0.2939, -0.4195], [-0.6867, 0.2816, -0.4653], [4.4312, 1.1725, 0.5725], [-1.5668, -0.3048, -1.0068], [-0.7863, -0.2738, -0.9462], [-1.8312, 0.2758, -0.2427], [2.0232, -0.4126, 1.5722], [-0.8904, -0.3911, -1.7849], [-0.1456, -0.0632, 1.0489], [-0.1731, 0.8834, 0.0802], [-0.1648, 0.2114, 0.1517], [-0.0868, 0.7911, 0.6170], [0.0134, -0.7540, -0.1894], [-0.5222, 0.2694, 0.2885], [-0.3715, -0.4353, -0.0611], [-0.2236, -0.6319, 0.1784], [0.1919, -0.2985, -0.2269], [1.2391, -1.2353, -2.0015], [-0.1510, 0.5175, -0.1014], [1.3971, 0.7480, 0.8726], [-2.5966, -1.5755, 1.2428], [0.1934, 1.0717, -1.2423], [0.7732, -0.0966, -0.0490], [0.1539, -0.9289, 1.8754], [-0.7784, -0.7248, -0.0611], [1.1032, 0.8172, 0.6475], [0.0355, 0.3754, -0.1991], [-0.4361, 0.6019, -0.0143], [-0.6116, -0.4033, 0.3929], [-0.2092, 0.3625, -0.0895], [-0.8412, 0.0518, -0.8415], [0.7710, 0.5334, -0.4111], [-0.8061, 0.7278, 2.5854], [0.0515, -0.9104, -2.9354], [2.5262, 0.5593, -0.4750], [-0.1902, 2.3255, -2.1565], [-2.9526, -1.2367, 2.6115], [0.8487, -1.5576, -1.3226], [-0.5893, 0.3514, 1.6443], [0.8889, -0.6868, -0.4561], [-0.0975, 0.4279, 0.4197], [0.7123, 0.0382, -0.0682], [-0.1795, 0.7416, 0.2492], [-0.2256, -0.0324, 0.3922], [0.1798, -0.5049, -0.2074], [-0.2254, -0.3188, -0.3926], [0.0160, 0.1326, 0.0926]],
  "energy_ha": -4612.1429,
  "orbital_gap_ha": [0.3994, 0.3008],
  "spin_multiplicity": 2
}

***

No. 2
{
  "formula": "C20H54F6NO13S2V",
  "method": "ωB97M-V/def2-TZVPD",
  "species": ["V", "C", "F", "F", "F", "S", "O", "O", "N", "S", "O", "O", "C", "F", "F", "F", "C", "C", "O", "H", "H", "H", "H", "H", "H", "C", "C", "O", "H", "H", "H", "H", "H", "H", "C", "C", "O", "H", "H", "H", "H", "H", "H", "C", "C", "O", "H", "H", "H", "H", "H", "H", "C", "C", "O", "H", "H", "H", "H", "H", "H", "C", "C", "O", "H", "H", "H", "H", "H", "H", "C", "C", "O", "H", "H", "H", "H", "H", "H", "C", "C", "O", "H", "H", "H", "H", "H", "H", "C", "C", "O", "H", "H", "H", "H", "H", "H"],
  "xyz": [[-0.707, 0.821, -1.225], [2.202, 0.079, 1.459], [1.685, -0.869, 2.186], [1.517, 1.230, 1.582], [3.416, 0.217, 1.779], [2.331, -0.526, -0.356], [2.806, 0.591, -1.104], [3.263, -1.681, -0.373], [0.611, -0.739, -0.722], [0.561, -2.285, -0.739], [1.377, -2.749, -1.887], [0.776, -3.059, 0.488], [-1.298, -2.762, -1.171], [-2.016, -2.278, -0.144], [-1.810, -2.163, -2.266], [-1.406, -4.061, -1.315], [1.281, -6.027, -2.511], [0.242, -5.629, -3.525], [-0.148, -6.706, -4.355], [1.477, -5.213, -1.813], [2.258, -6.081, -2.993], [1.091, -6.817, -1.785], [0.786, -4.869, -4.085], [-0.651, -5.305, -2.991], [-0.328, -6.266, -5.189], [2.900, 3.059, 4.129], [3.735, 4.351, 4.300], [2.980, 5.452, 3.849], [3.575, 2.318, 4.558], [2.658, 2.829, 3.092], [1.989, 3.013, 4.726], [4.623, 4.333, 3.668], [3.979, 4.414, 5.361], [2.552, 5.877, 4.596], [-5.937, -2.323, -3.051], [-5.184, -1.130, -2.429], [-4.398, -0.441, -3.385], [-5.250, -2.971, -3.596], [-6.791, -2.049, -3.670], [-6.289, -2.948, -2.231], [-4.539, -1.405, -1.595], [-5.914, -0.478, -1.949], [-3.607, -0.044, -3.014], [5.697, 2.585, 1.431], [6.678, 1.590, 0.910], [7.354, 1.004, 1.991], [6.171, 3.292, 2.111], [4.867, 2.178, 2.009], [5.372, 3.236, 0.619], [7.444, 2.056, 0.290], [6.077, 0.825, 0.419], [7.741, 0.159, 1.752], [-5.384, -3.934, 0.553], [-4.196, -4.822, 1.084], [-4.838, -5.973, 1.546], [-5.003, -3.044, 0.052], [-6.161, -3.671, 1.271], [-5.909, -4.566, -0.163], [-3.749, -4.324, 1.944], [-3.452, -5.039, 0.318], [-4.258, -6.493, 2.107], [0.896, 4.496, -0.058], [1.050, 3.737, -1.425], [0.819, 2.391, -1.047], [1.286, 5.514, -0.038], [1.347, 3.898, 0.734], [-0.112, 4.796, 0.226], [2.043, 3.795, -1.870], [0.423, 4.228, -2.169], [1.663, 1.934, -1.044], [-3.404, 0.365, 1.278], [-1.954, 0.489, 1.766], [-1.324, 1.369, 0.803], [-3.681, 1.370, 0.959], [-4.157, -0.063, 1.940], [-3.415, -0.195, 0.343], [-1.441, -0.472, 1.805], [-1.865, 0.964, 2.743], [-1.478, 2.248, 1.156], [1.523, -0.532, -4.648], [0.600, 0.611, -4.214], [-0.463, 0.193, -3.372], [2.536, -0.334, -4.996], [1.080, -1.116, -5.454], [1.749, -1.252, -3.861], [0.138, 0.900, -5.158], [1.047, 1.499, -3.767], [-1.147, -0.012, -4.014], [-1.011, 3.653, 4.589], [-0.609, 4.118, 3.214], [-1.470, 3.770, 2.184], [-0.361, 3.797, 5.452], [-1.200, 2.580, 4.553], [-1.978, 4.089, 4.841], [0.316, 3.604, 2.954], [-0.535, 5.205, 3.260], [-1.761, 4.596, 1.790]],
  "forces_ev_per_a": [[-0.8022, -0.1028, -0.0279], [-1.6495, -0.8301, -2.3110], [-1.0337, -0.3674, 0.6853], [0.2743, -0.5808, -0.0540], [3.0962, 1.1069, 1.2419], [0.8573, -1.8867, 0.4690], [-0.0792, 1.5522, -0.5944], [-2.6010, 2.5468, 0.7065], [2.5989, 0.9702, 1.5356], [-0.0197, -6.2524, -2.4706], [-1.8164, 0.3837, 1.2573], [-0.6989, 1.6647, -1.0272], [0.9757, 2.3239, 0.1010], [-0.2866, -0.8702, 0.2344], [0.5367, -0.5248, 0.0584], [-0.0882, 0.0358, 0.4954], [0.9434, 0.5333, 0.9785], [0.3618, -0.3920, 1.3600], [0.2412, 0.0098, -0.6499], [-0.3948, 0.5769, -0.1972], [0.0188, -0.8273, -0.0516], [-0.2402, -0.6339, -0.7246], [-0.7440, 0.4689, -0.2411], [0.1184, 0.5936, -0.3393], [-0.2243, -0.4958, -0.2711], [1.2665, 0.0796, 0.4047], [-1.4787, -0.9049, -0.3979], [-0.2075, 0.9819, -0.0148], [-0.1790, -0.6865, -0.3092], [0.1705, 0.0797, 0.0643], [-0.0065, 0.4127, 0.0417], [0.1138, -0.2469, 0.2880], [0.3552, 0.2949, -0.0288], [-0.0180, -0.0042, -0.0184], [0.8066, 0.0516, 0.6632], [-0.1207, -0.2011, 0.2845], [-0.3413, 0.0987, -0.9128], [0.0171, 0.1911, -0.2662], [0.2136, 0.1657, -0.0322], [-0.2650, 0.0813, 0.0875], [0.1108, -0.6350, -0.0493], [-0.2349, 0.4080, -0.2366], [-0.0775, -0.1520, 0.5402], [0.1179, 1.4983, 0.4970], [-0.2312, -0.5923, 0.1598], [0.3162, -0.3317, 1.2091], [0.3807, -0.0502, 0.1562], [-0.0125, -0.2644, -0.4150], [-0.4806, -0.2535, -0.1457], [-0.3779, 0.0598, -0.5877], [0.3434, -0.0729, -0.7037], [-0.0620, 0.0470, -0.1873], [1.0193, -0.8913, -0.4877], [-1.6587, 1.5242, 0.4661], [-0.3811, -1.1950, 0.2119], [-0.0916, 0.0470, 0.0064], [0.5215, 0.0083, 0.4762], [0.0584, 0.1199, -0.3393], [0.4609, 0.2407, -0.1437], [-0.0224, 0.1494, -0.1256], [0.1277, 0.0136, -0.0568], [0.4043, 0.9837, -0.7276], [0.4164, 1.4387, 2.0915], [-0.9051, 0.3778, -1.1985], [0.9607, -0.0854, -0.2870], [-0.0305, 0.1986, -0.0297], [-0.4949, -1.0469, -0.3132], [0.2597, 0.2233, 0.3960], [-0.7205, -0.8885, -0.1163], [0.5901, -0.4503, -0.1126], [0.2690, 0.1255, -0.3190], [-0.8639, 0.0013, -0.4407], [0.3913, -0.8975, 0.0394], [-0.4259, 0.1033, 0.3660], [0.2627, 0.0700, 0.2311], [0.1241, -0.2722, 0.0250], [0.1571, 0.1389, -0.2438], [-0.1290, -0.0361, 0.0695], [0.3143, 0.7722, 0.0640], [0.5784, -0.9782, 0.5977], [0.8848, 0.0658, -1.4473], [-0.2487, -0.0504, 0.0236], [-0.1424, 1.0164, -0.1240], [-0.3055, 0.0683, 0.0192], [-0.4751, 0.0649, 0.4331], [-0.0228, 0.7038, 0.0170], [0.3758, -0.3079, 0.0483], [-0.5377, -0.3801, 0.6497], [-1.6174, -0.9278, 0.1746], [1.9945, 0.1746, 1.2141], [-1.7919, -0.0776, -0.7437], [0.4461, 0.4223, -0.5194], [0.0387, -0.2085, 0.0043], [-0.0840, 0.1396, 0.1515], [0.5265, 0.6696, 0.1697], [0.6203, 0.0233, -0.2475], [-0.3162, -0.2481, -0.1766]],
  "energy_ha": -4166.5930,
  "orbital_gap_ha": [0.1852, 0.3334],
  "spin_multiplicity": 5
}